No. 1
DFT (the ωB97M-V functional and the def2-TZVPD basis) results for a 2-piece molecular cluster, C5H14S overall in a non-equilibrium geometry.

Summary:
- LUMO (eV) = 0.95
- ΔE to the lowest compared entry with this formula, charge and spin (kJ/mol) = 85.7
- spin multiplicity = 1
- energy (hartree) = -597.04466

Element x y z (Å)
C1 1.305 -0.831 0.508
C2 0.701 -1.993 -0.325
C3 1.496 -3.289 0.005
H1 1.220 -1.158 1.544
H2 0.798 0.138 0.430
H3 2.347 -0.502 0.494
H4 -0.363 -2.077 -0.119
H5 0.851 -1.625 -1.342
H6 1.264 -3.891 -0.880
H7 2.551 -3.066 0.022
H8 1.208 -3.805 0.907
C4 -0.707 3.187 -1.051
S1 -2.050 3.354 0.180
C5 -2.340 1.714 0.799
H9 -0.093 4.092 -0.943
H10 -0.020 2.354 -0.911
H11 -1.082 3.276 -2.065
H12 -3.194 1.224 0.339
H13 -2.387 1.837 1.872
H14 -1.503 1.059 0.538

Atomic partial charges in e from the natural (NBO) method, atoms 1 to 8:
1 C -0.621
2 C -0.392
3 C -0.612
4 H 0.196
5 H 0.196
6 H 0.211
7 H 0.203
8 H 0.196



No. 2
DFT (the ωB97M-V functional and the def2-TZVPD basis) results for an isolated molecule of C3H3N3O2 in a non-equilibrium geometry.

Summary:
- LUMO (eV) = -0.41
- ΔE to the lowest compared entry with this formula, charge and spin (kJ/mol) = 538.4
- spin multiplicity = 1
- energy (hartree) = -430.71592

Element x y z (Å)
H1 -0.387 -2.486 2.968
N1 -0.312 -2.341 1.778
C1 -0.585 -1.165 1.498
N2 -0.404 -0.667 0.093
N3 0.829 -0.813 -0.547
C2 0.999 0.289 -1.290
C3 0.121 1.359 -0.859
O1 0.274 2.544 -1.070
O2 -0.843 0.749 -0.012
H2 -0.775 -0.201 2.313
H3 1.723 0.182 -1.983

Atomic partial charges in e from the natural (NBO) method, atoms 1 to 8:
1 H 0.373
2 N -0.581
3 C 0.240
4 N -0.015
5 N -0.125
6 C -0.122
7 C 0.694
8 O -0.529



No. 3
DFT (the ωB97M-V functional and the def2-TZVPD basis) results for a 10-piece molecular cluster, C54H58O34 overall in a non-equilibrium geometry.

Summary:
- LUMO (eV) = -1.96
- spin multiplicity = 1
- energy (hartree) = -4650.25658

Element x y z (Å)
O1 -1.006 4.195 -0.282
C1 -1.625 3.698 -1.307
C2 -1.778 2.262 -1.374
C3 -2.363 1.602 -2.407
O2 -2.505 0.311 -2.377
C4 -3.023 2.323 -3.532
O3 -3.595 1.743 -4.424
C5 -2.852 3.731 -3.497
C6 -2.231 4.352 -2.479
O4 -1.905 5.632 -2.614
H1 -1.289 1.616 -0.659
H2 -2.638 -0.143 -3.212
H3 -3.259 4.322 -4.304
H4 -1.383 5.901 -1.855
O5 7.064 3.996 -4.413
C7 6.234 3.316 -3.782
C8 5.586 3.913 -2.602
C9 4.566 3.356 -1.950
O6 3.906 3.969 -0.861
C10 3.928 2.064 -2.336
O7 2.850 1.591 -1.951
C11 4.762 1.364 -3.348
C12 5.766 1.932 -4.057
O8 6.456 1.313 -5.009
H5 5.989 4.876 -2.327
H6 3.223 3.394 -0.509
H7 4.702 0.286 -3.380
H8 6.879 1.921 -5.620
O9 -7.194 -5.125 2.881
C13 -6.018 -4.937 2.872
C14 -5.482 -3.667 3.328
C15 -4.245 -3.311 3.117
O10 -3.734 -2.245 3.736
C16 -3.290 -4.193 2.366
O11 -2.097 -3.950 2.144
C17 -3.767 -5.552 2.155
C18 -5.009 -5.913 2.331
O12 -5.420 -7.150 1.968
H9 -6.081 -2.989 3.918
H10 -2.796 -2.205 3.536
H11 -3.084 -6.226 1.661
H12 -6.363 -7.132 1.792
O13 6.408 0.584 0.128
C19 6.023 -0.576 0.347
C20 4.636 -0.912 0.569
C21 4.214 -2.193 0.748
O14 2.925 -2.480 0.896
C22 5.114 -3.377 0.747
O15 4.809 -4.555 0.829
C23 6.449 -3.033 0.404
C24 6.860 -1.794 0.193
O16 8.179 -1.471 -0.041
H13 3.881 -0.185 0.831
H14 2.747 -3.399 1.109
H15 7.258 -3.728 0.233
H16 8.254 -0.523 0.093
O17 -4.132 0.494 1.130
C25 -4.771 0.042 0.224
C26 -5.162 -1.387 0.127
C27 -5.861 -1.932 -0.918
O18 -6.297 -3.210 -0.862
C28 -6.302 -1.127 -2.102
O19 -7.014 -1.566 -3.020
C29 -5.867 0.263 -2.048
C30 -5.249 0.769 -0.960
O20 -5.169 2.095 -0.812
H17 -4.922 -2.059 0.938
H18 -6.737 -3.641 -1.599
H19 -6.189 0.938 -2.827
H20 -4.935 2.378 0.075
O21 -4.533 4.678 0.363
C31 -4.047 4.982 1.464
C32 -3.030 4.171 2.030
C33 -2.380 4.409 3.212
O22 -1.299 3.619 3.569
C34 -2.764 5.553 4.113
O23 -2.294 5.834 5.183
C35 -3.833 6.314 3.550
C36 -4.420 6.127 2.331
O24 -5.387 7.004 1.904
H21 -2.646 3.476 1.299
H22 -0.780 3.971 4.296
H23 -4.177 7.151 4.140
H24 -5.415 7.776 2.473
O25 -1.909 -1.375 1.880
C37 -0.915 -0.706 1.757
C38 -0.442 0.257 2.753
C39 0.594 1.088 2.627
O26 1.020 1.876 3.707
C40 1.326 1.283 1.327
O27 2.267 2.024 1.122
C41 0.888 0.277 0.395
C42 -0.114 -0.643 0.549
O28 -0.488 -1.502 -0.578
H25 -0.943 0.257 3.710
H26 1.723 2.500 3.514
H27 1.381 0.203 -0.563
H28 -0.875 -2.317 -0.252
C43 -2.418 -3.845 -1.378
O29 -1.154 -3.903 -0.788
C44 -0.775 -5.214 -0.352
C45 0.332 -5.872 -1.245
O30 1.561 -5.200 -1.153
C46 2.467 -5.403 -2.201
H29 -2.438 -4.563 -2.198
H30 -2.693 -2.886 -1.818
H31 -3.266 -4.000 -0.712
H32 -1.586 -5.918 -0.167
H33 -0.248 -5.115 0.598
H34 -0.017 -5.813 -2.276
H35 0.396 -6.931 -0.995
H36 2.566 -6.469 -2.407
H37 3.437 -5.033 -1.868
H38 2.278 -4.888 -3.143
C47 3.365 4.483 3.194
O31 3.835 3.248 3.846
C48 5.095 2.848 3.380
C49 5.796 1.940 4.387
O32 6.469 2.509 5.475
C50 5.693 3.356 6.342
H39 2.578 4.917 3.811
H40 3.097 4.237 2.166
H41 4.084 5.291 3.327
H42 5.862 3.616 3.283
H43 5.041 2.248 2.471
H44 6.563 1.363 3.872
H45 5.185 1.180 4.875
H46 4.919 2.659 6.662
H47 5.204 4.159 5.791
H48 6.195 3.834 7.184
C51 1.896 -1.775 -2.856
O33 1.519 -1.617 -4.304
C52 0.275 -0.978 -4.476
C53 -0.865 -1.941 -4.791
O34 -2.145 -1.379 -4.267
C54 -3.349 -2.115 -4.506
H49 1.025 -2.084 -2.278
H50 2.240 -0.771 -2.607
H51 2.723 -2.438 -2.601
H52 0.448 -0.413 -5.392
H53 0.070 -0.325 -3.627
H54 -0.603 -2.907 -4.360
H55 -1.002 -2.182 -5.845
H56 -3.865 -2.425 -3.597
H57 -3.313 -3.026 -5.103
H58 -4.012 -1.405 -5.001

Atomic partial charges in e from the Löwdin method, atoms 1 to 8:
1 O 0.031
2 C -0.258
3 C 0.068
4 C -0.237
5 O 0.118
6 C -0.340
7 O 0.135
8 C 0.075



No. 4
DFT (the ωB97M-V functional and the def2-TZVPD basis) results for C61H81BN7P2SbSiSr as an isolated structure in a non-equilibrium geometry.

Summary:
- LUMO (eV) = -0.39
- spin multiplicity = 1
- energy (hartree) = -4024.28947

Element x y z (Å)
Sr1 0.316 1.689 -1.647
C1 2.248 -2.755 -1.784
Si1 0.897 -1.882 -0.718
C2 -0.587 -3.118 -1.149
C3 -0.237 -4.317 -1.801
C4 -1.154 -5.168 -2.408
C5 -2.501 -4.837 -2.405
C6 -2.904 -3.689 -1.731
C7 -1.983 -2.844 -1.078
P1 -2.567 -1.393 -0.106
C8 -3.115 -2.170 1.503
C9 -1.894 -2.895 2.100
C10 -2.175 -3.467 3.487
C11 -3.362 -4.425 3.430
C12 -4.589 -3.697 2.889
C13 -4.334 -3.096 1.498
C14 -4.126 -0.771 -0.919
C15 -4.479 0.541 -0.171
C16 -5.533 1.390 -0.897
C17 -6.687 0.528 -1.471
C18 -6.705 -0.853 -0.817
C19 -5.420 -1.616 -1.163
C20 1.603 -2.611 0.957
C21 1.612 -4.014 1.062
C22 2.292 -4.701 2.049
C23 3.046 -3.993 2.981
C24 3.030 -2.611 2.943
C25 2.293 -1.896 1.970
P2 2.128 -0.066 2.155
C26 2.013 0.118 4.004
C27 0.741 -0.594 4.501
C28 0.492 -0.412 6.024
C29 1.356 0.702 6.625
C30 1.310 1.929 5.718
C31 1.995 1.630 4.362
C32 3.848 0.571 1.845
C33 3.838 2.134 1.606
C34 4.889 2.874 2.421
C35 6.281 2.286 2.180
C36 6.299 0.742 2.366
C37 4.945 0.184 2.835
H1 2.670 -3.651 -1.306
H2 1.853 -3.043 -2.773
H3 3.083 -2.070 -1.974
H4 0.813 -4.596 -1.862
H5 -0.810 -6.079 -2.893
H6 -3.232 -5.460 -2.912
H7 -3.958 -3.452 -1.722
H8 -3.341 -1.311 2.157
H9 -1.618 -3.725 1.439
H10 -1.032 -2.222 2.125
H11 -1.281 -3.984 3.855
H12 -2.399 -2.651 4.194
H13 -3.114 -5.265 2.765
H14 -3.571 -4.841 4.419
H15 -5.446 -4.374 2.839
H16 -4.855 -2.888 3.584
H17 -4.170 -3.908 0.774
H18 -5.228 -2.546 1.200
H19 -3.726 -0.477 -1.896
H20 -4.834 0.293 0.842
H21 -3.571 1.136 -0.049
H22 -5.930 2.135 -0.203
H23 -5.042 1.943 -1.704
H24 -7.644 1.034 -1.339
H25 -6.548 0.388 -2.551
H26 -6.810 -0.749 0.272
H27 -7.566 -1.430 -1.162
H28 -5.407 -2.553 -0.616
H29 -5.472 -1.873 -2.227
H30 1.052 -4.596 0.328
H31 2.251 -5.789 2.086
H32 3.630 -4.513 3.736
H33 3.599 -2.075 3.695
H34 2.873 -0.355 4.482
H35 -0.117 -0.223 3.937
H36 0.823 -1.651 4.265
H37 -0.560 -0.150 6.188
H38 0.668 -1.354 6.552
H39 1.001 0.949 7.627
H40 2.395 0.363 6.726
H41 0.255 2.202 5.557
H42 1.786 2.785 6.200
H43 1.489 2.188 3.563
H44 3.025 2.002 4.389
H45 4.078 0.095 0.894
H46 4.018 2.321 0.545
H47 2.846 2.550 1.831
H48 4.886 3.936 2.154
H49 4.642 2.821 3.485
H50 6.588 2.532 1.157
H51 6.999 2.763 2.849
H52 6.534 0.266 1.409
H53 7.083 0.450 3.068
H54 5.026 -0.902 2.897
H55 4.703 0.556 3.841
C38 2.207 -0.721 -4.386
C39 1.749 0.670 -4.727
C40 1.950 1.221 -5.989
C41 1.549 2.509 -6.240
C42 0.915 3.236 -5.230
C43 0.709 2.624 -3.989
N1 1.121 1.370 -3.760
Sb1 -0.945 3.745 -3.132
C44 -2.119 1.921 -3.509
C45 -3.454 2.122 -3.876
C46 -4.190 1.006 -4.273
C47 -3.574 -0.229 -4.309
C48 -2.241 -0.354 -3.919
C49 -1.510 -1.673 -3.990
N2 -1.532 0.720 -3.502
C50 -1.609 3.277 -1.049
C51 -2.465 4.331 -0.696
C52 -3.037 4.359 0.575
C53 -2.756 3.348 1.455
C54 -1.953 2.289 1.049
C55 -1.670 1.179 2.017
N3 -1.403 2.240 -0.195
H56 3.270 -0.849 -4.619
H57 1.645 -1.462 -4.967
H58 2.064 -0.925 -3.340
H59 2.442 0.630 -6.752
H60 1.735 2.964 -7.201
H61 0.611 4.252 -5.419
H62 -3.900 3.104 -3.852
H63 -5.230 1.104 -4.564
H64 -4.115 -1.111 -4.639
H65 -1.016 -1.750 -4.969
H66 -2.181 -2.528 -3.881
H67 -0.745 -1.730 -3.225
H68 -2.662 5.148 -1.373
H69 -3.675 5.183 0.870
H70 -3.150 3.353 2.465
H71 -2.602 0.650 2.261
H72 -1.280 1.605 2.949
H73 -0.966 0.466 1.631
B1 3.960 3.547 -3.125
N4 2.592 4.033 -2.363
C56 2.163 5.304 -2.373
C57 1.149 5.446 -1.426
C58 0.998 4.145 -0.904
N5 1.873 3.292 -1.468
N6 4.528 2.245 -2.514
C59 5.849 1.966 -2.436
C60 5.997 0.692 -1.937
C61 4.678 0.254 -1.732
N7 3.781 1.180 -2.079
H74 4.758 4.439 -2.939
H75 3.736 3.416 -4.307
H76 2.607 6.022 -3.051
H77 0.573 6.325 -1.190
H78 0.421 3.852 -0.024
H79 6.586 2.702 -2.732
H80 6.919 0.158 -1.754
H81 4.336 -0.689 -1.330

Atomic partial charges in e from the Löwdin method, atoms 1 to 8:
1 Sr 1.211
2 C -0.287
3 Si 0.619
4 C -0.333
5 C -0.138
6 C -0.082
7 C -0.102
8 C -0.121



No. 5
DFT (the ωB97M-V functional and the def2-TZVPD basis) results for an isolated molecule of C18H31BrN4S2 in a non-equilibrium geometry.

Summary:
- LUMO (eV) = -0.16
- spin multiplicity = 1
- energy (hartree) = -4293.81238

Element x y z (Å)
C1 -1.342 1.555 -1.851
C2 0.060 1.339 -1.274
C3 1.098 1.644 -2.327
C4 2.542 1.290 -1.935
N1 2.651 -0.036 -1.284
C5 3.156 -0.019 0.087
C6 2.193 -0.727 1.063
C7 1.600 0.236 2.073
C8 0.794 -0.442 3.178
C9 -0.714 -0.573 2.937
Br1 -1.101 -1.959 1.620
C10 -1.299 -0.989 4.196
N2 -1.776 -1.239 5.245
C11 -1.397 0.728 2.509
C12 -1.028 1.755 3.451
N3 -0.750 2.476 4.322
C13 -2.954 0.614 2.469
N4 -3.574 1.013 1.236
C14 -3.307 2.378 0.837
C15 3.335 -0.961 -2.104
S1 4.937 -1.072 -2.297
S2 2.361 -2.094 -3.011
C16 0.653 -1.886 -2.476
C17 -0.193 -2.932 -3.228
C18 -1.387 -3.342 -2.383
H1 -1.469 0.931 -2.723
H2 -2.069 1.210 -1.125
H3 -1.525 2.593 -2.080
H4 0.109 0.322 -0.919
H5 0.187 2.009 -0.428
H6 1.075 2.717 -2.495
H7 0.888 1.162 -3.274
H8 3.125 1.266 -2.846
H9 2.955 2.072 -1.316
H10 4.120 -0.499 0.182
H11 3.283 0.990 0.450
H12 2.742 -1.481 1.611
H13 1.431 -1.241 0.497
H14 2.448 0.705 2.556
H15 1.060 1.030 1.575
H16 0.950 0.064 4.120
H17 1.178 -1.445 3.294
H18 -1.016 0.974 1.528
H19 -3.251 -0.405 2.669
H20 -3.359 1.211 3.273
H21 -3.390 0.355 0.496
H22 -3.794 2.561 -0.108
H23 -3.712 3.068 1.564
H24 -2.249 2.603 0.683
H25 0.555 -2.069 -1.417
H26 0.277 -0.915 -2.736
H27 -0.517 -2.470 -4.148
H28 0.422 -3.786 -3.472
H29 -1.046 -3.528 -1.374
H30 -1.874 -4.231 -2.750
H31 -2.094 -2.528 -2.336

Atomic partial charges in e from the natural (NBO) method, atoms 1 to 8:
1 C -0.594
2 C -0.416
3 C -0.395
4 C -0.200
5 N -0.557
6 C -0.216
7 C -0.403
8 C -0.398



For reference, molar mass by record: 106.2 113.1 1251.0 1222.6 447.5 Da.
For reference, Kohn-Sham gap by record: 9.37 9.48 7.06 5.27 8.61 eV.
For reference, highest occupied orbital energy by record: -0.309 -0.364 -0.331 -0.208 -0.322 Ha.